Entry 1:
Computed, not measured: 2 unconnected molecules or ions with the total composition C3H7NO, with ωB97M-V with the def2-TZVPD basis set.

Calculated values
ΔE to the lowest compared entry with this formula, charge and spin in kJ/mol: 88.2
LUMO level in Ha: 0.028
F_max in eV/A: 0.73
E in hartree: -248.49289

Cartesian coordinates (Å):
C (1.037, -1.614, 0.153)
N (1.446, -0.538, -0.707)
C (1.560, 0.657, -0.697)
O (1.707, 1.821, -0.802)
H (1.232, -1.385, 1.205)
H (1.589, -2.516, -0.119)
H (-0.032, -1.812, 0.027)
C (-1.708, 1.073, 0.188)
H (-0.652, 1.351, 0.168)
H (-1.997, 0.667, -0.784)
H (-2.297, 1.968, 0.400)
H (-1.885, 0.328, 0.968)

Entry 2:
Computed, not measured: a single C3H7NO molecule in a non-equilibrium geometry, with ωB97M-V with the def2-TZVPD basis set.

Calculated values
ΔE to the lowest compared entry with this formula, charge and spin in kJ/mol: 262.5
LUMO level in Ha: 0.031
F_max in eV/A: 2.86
E in hartree: -248.42653

Cartesian coordinates (Å):
C (0.008, 1.225, 1.397)
C (-0.098, 0.265, 0.276)
C (-0.381, -1.176, 0.725)
N (0.223, 0.559, -0.896)
O (0.317, -0.520, -1.765)
H (-0.982, 1.300, 1.874)
H (0.827, 0.898, 2.032)
H (0.303, 2.163, 0.982)
H (0.560, -1.803, 0.792)
H (-1.064, -1.646, -0.062)
H (-0.956, -1.185, 1.699)
H (0.049, -1.368, -1.318)

Entry 3:
Computed, not measured: a single C3H7NO molecule, with ωB97M-V with the def2-TZVPD basis set.

Calculated values
ΔE to the lowest compared entry with this formula, charge and spin in kJ/mol: 453.1
LUMO level in Ha: 0.033
F_max in eV/A: 0.40
E in hartree: -248.35392

Cartesian coordinates (Å):
O (1.539, 0.497, 0.858)
C (1.174, -0.592, 0.057)
C (-0.159, -0.297, -0.648)
C (-1.279, 0.220, 0.291)
N (-0.417, 1.005, -1.004)
H (1.219, 1.273, 0.359)
H (1.091, -1.481, 0.693)
H (1.931, -0.806, -0.716)
H (-0.507, -1.110, -1.304)
H (-0.910, 0.269, 1.315)
H (-2.223, -0.288, 0.102)
H (-1.459, 1.312, -0.001)

Entry 4:
Computed, not measured: a single C3H7NO molecule in a non-equilibrium geometry, with ωB97M-V with the def2-TZVPD basis set.

Calculated values
ΔE to the lowest compared entry with this formula, charge and spin in kJ/mol: 276.2
LUMO level in Ha: 0.021
F_max in eV/A: 1.81
E in hartree: -248.42129

Cartesian coordinates (Å):
C (-1.609, -0.248, -0.204)
C (-0.724, -0.691, 0.712)
O (-0.601, -0.962, 1.895)
N (0.783, -0.607, -0.059)
C (0.932, 0.958, -0.232)
H (-1.374, -0.224, -1.262)
H (-2.604, -0.016, 0.137)
H (0.849, -1.229, -0.887)
H (1.435, -1.060, 0.615)
H (0.178, 1.533, -0.838)
H (0.827, 1.391, 0.776)
H (1.908, 1.155, -0.654)

Entry 5:
Computed, not measured: a single C3H7NO molecule in a non-equilibrium geometry, with ωB97M-V with the def2-TZVPD basis set.

Calculated values
ΔE to the lowest compared entry with this formula, charge and spin in kJ/mol: 377.3
LUMO level in Ha: 0.032
F_max in eV/A: 10.61
E in hartree: -248.38280

Cartesian coordinates (Å):
C (1.840, 0.138, 0.042)
N (0.714, -0.694, -0.097)
C (-0.624, -0.099, 0.001)
C (-0.757, 1.328, -0.024)
O (-1.564, -0.967, 0.046)
H (1.967, 0.716, 1.135)
H (1.836, 0.796, -0.864)
H (2.468, -0.516, -0.016)
H (0.947, -1.862, 0.009)
H (-0.294, 1.764, 0.655)
H (-0.315, 1.720, -0.827)
H (-1.849, 1.770, 0.107)

Entry 6:
Computed, not measured: a single C3H7NO molecule, with ωB97M-V with the def2-TZVPD basis set.

Calculated values
ΔE to the lowest compared entry with this formula, charge and spin in kJ/mol: 282.4
LUMO level in Ha: 0.001
F_max in eV/A: 0.86
E in hartree: -248.41895

Cartesian coordinates (Å):
C (0.912, 0.814, 0.408)
C (-0.315, -0.084, 0.267)
C (-0.756, -0.300, -1.171)
N (0.022, -1.426, 0.858)
O (0.225, -1.366, 2.044)
H (1.738, 0.436, -0.205)
H (1.230, 0.839, 1.454)
H (0.682, 1.835, 0.087)
H (-1.136, 0.319, 0.876)
H (0.068, -0.699, -1.772)
H (-1.083, 0.643, -1.622)
H (-1.587, -1.012, -1.224)

Entry 7:
Computed, not measured: a molecular structure, C3H7NO in a non-equilibrium geometry, with ωB97M-V with the def2-TZVPD basis set.

Calculated values
ΔE to the lowest compared entry with this formula, charge and spin in kJ/mol: 368.6
LUMO level in Ha: 0.027
F_max in eV/A: 10.73
E in hartree: -248.38611

Cartesian coordinates (Å):
C (-0.128, -0.942, -1.179)
C (0.858, -0.588, -0.041)
C (-0.700, 1.069, 0.829)
H (-1.167, -1.331, -0.427)
H (-0.125, -0.065, -1.766)
H (0.102, -1.700, -1.671)
H (1.510, 1.148, 0.697)
H (-1.291, 0.170, 1.188)
H (-0.708, 1.814, 1.573)
H (-0.809, 1.275, -0.073)
N (0.595, 0.396, 0.812)
O (1.864, -1.247, 0.059)

Entry 8:
Computed, not measured: 2 unconnected molecules or ions with the total composition C3H7NO in a non-equilibrium geometry, with ωB97M-V with the def2-TZVPD basis set.

Calculated values
ΔE to the lowest compared entry with this formula, charge and spin in kJ/mol: 278.6
LUMO level in Ha: 0.022
F_max in eV/A: 1.75
E in hartree: -248.42038

Cartesian coordinates (Å):
C (0.715, 0.317, 0.245)
N (1.815, 0.039, -0.302)
C (2.376, -1.272, 0.072)
H (0.075, 1.115, -0.120)
H (0.408, -0.033, 1.242)
H (2.340, -1.901, -0.816)
H (3.405, -1.097, 0.380)
H (1.767, -1.779, 0.828)
C (-2.816, 0.167, -0.254)
O (-2.141, 1.084, 0.131)
H (-3.224, -0.566, 0.463)
H (-3.031, 0.032, -1.326)